Density functional theory data (the ωB97M-V functional and the def2-TZVPD basis) for a molecular structure, C23H32Br4F5NO7PTe2Ti.

## Properties
* E_LUMO: 2.0 eV
* net charge: -1
* relative energy (zero: lowest compared OMol25 entry of this formula, charge and spin): 22.40 kJ/mol
* Kohn-Sham gap: 7.377 eV
* HOMO level: -5.40 eV

Element x y z (Å)
Ti  -0.6755  1.1068  0.4510
Br  -0.4080  6.2632  5.0461
C  -0.6729  5.2597  3.4667
C  -1.3909  5.7904  2.4040
Br  -2.1357  7.5232  2.5139
C  -1.5715  5.0390  1.2324
Br  -2.5060  5.6850  -0.2688
C  -1.0443  3.7647  1.1415
O  -1.1387  2.9602  0.0895
C  -0.3418  3.2076  2.2380
O  0.0753  1.9670  2.0593
C  -0.1403  3.9657  3.3791
Br  0.8693  3.1725  4.7600
F  -4.2143  2.6685  -1.2620
Te  -3.2458  1.4523  -2.3782
F  -2.3757  2.9963  -2.9340
F  -2.4003  0.7564  0.8404
F  -4.8360  1.4585  -3.3708
F  -2.5332  0.8093  -4.0493
O  -0.7876  0.3304  -1.2786
N  1.3963  1.6316  -0.2877
H  1.7582  1.0194  -1.0074
H  2.0297  1.6547  0.5053
H  1.2995  2.5681  -0.6679
C  -0.3241  -1.6452  -7.8782
C  -0.4854  -1.6445  -6.3830
C  -1.6509  -2.0882  -5.7887
C  -1.8225  -2.0854  -4.4067
C  -3.1757  -2.4980  -3.8810
C  -0.7843  -1.6274  -3.5920
Te  -1.0088  -1.6059  -1.4839
C  0.4177  -1.1982  -4.1763
C  1.5741  -0.7182  -3.3453
C  0.5417  -1.2001  -5.5570
H  -1.2744  -1.8380  -8.3757
H  0.3835  -2.4146  -8.1958
H  0.0555  -0.6853  -8.2312
H  -2.4698  -2.4290  -6.4148
H  -3.6469  -3.2103  -4.5596
H  -3.8242  -1.6190  -3.8258
H  -3.1421  -2.9381  -2.8898
H  1.2328  0.0535  -2.6595
H  2.3598  -0.3074  -3.9791
H  1.9925  -1.5353  -2.7504
H  1.4635  -0.8385  -6.0015
C  -1.2693  0.0569  5.1930
C  -0.8569  -1.1398  4.3542
C  -1.9584  -1.5047  3.3669
C  -0.4814  -2.3382  5.2151
O  0.3615  -0.7145  3.6865
P  0.8150  -1.2352  2.2643
O  0.8802  -2.7026  2.1346
O  -0.0852  -0.5444  1.2106
O  2.2231  -0.4877  2.1499
C  3.4587  -1.1097  1.7145
C  3.9108  -2.1388  2.7416
C  3.2777  -1.7335  0.3352
C  4.4454  0.0477  1.6523
H  -2.1701  -0.1777  5.7633
H  -1.4693  0.9123  4.5469
H  -0.4717  0.3320  5.8833
H  -2.8383  -1.8110  3.9359
H  -1.6554  -2.3375  2.7306
H  -2.2296  -0.6571  2.7373
H  -1.3430  -2.6685  5.7990
H  0.3245  -2.0690  5.8996
H  -0.1443  -3.1584  4.5804
H  3.1729  -2.9342  2.8259
H  4.0353  -1.6619  3.7154
H  4.8680  -2.5674  2.4371
H  2.5972  -2.5819  0.3797
H  4.2441  -2.0635  -0.0516
H  2.8629  -0.9963  -0.3566
H  4.4519  0.5824  2.6021
H  4.1717  0.7488  0.8609
H  5.4502  -0.3238  1.4451

Forces on the atoms, in the same order (eV/Å):
Ti -0.136 -0.235 -0.182
Br 0.004 -0.005 -0.005
C 0.010 -0.008 0.011
C 0.000 -0.001 -0.024
Br 0.009 -0.003 -0.002
C 0.046 0.037 -0.077
Br 0.012 -0.001 0.011
C 0.006 -0.004 0.143
O 0.142 -0.181 -0.106
C -0.076 0.078 -0.092
O -0.170 0.098 0.160
C 0.007 0.016 -0.010
Br 0.009 0.016 0.000
F -0.080 0.038 -0.051
Te 0.255 -0.116 0.353
F -0.086 0.050 0.015
F -0.226 -0.038 0.147
F -0.051 0.100 -0.063
F -0.002 -0.074 -0.064
O 0.010 0.366 -0.092
N 0.080 0.083 0.043
H 0.030 -0.003 0.020
H -0.028 -0.036 0.031
H 0.067 -0.008 -0.008
C 0.008 0.002 -0.013
C 0.064 0.027 0.008
C -0.039 -0.075 -0.023
C -0.144 0.020 0.049
C 0.002 0.024 -0.086
C -0.059 -0.112 -0.009
Te 0.069 -0.034 -0.095
C -0.003 -0.005 0.001
C 0.015 -0.054 0.015
C -0.026 0.000 -0.045
H 0.006 0.001 0.004
H 0.003 0.001 0.000
H 0.002 0.002 -0.001
H 0.009 0.003 0.005
H 0.014 0.014 -0.005
H -0.002 0.002 0.018
H 0.015 -0.048 0.019
H 0.005 0.067 0.025
H 0.009 -0.009 0.007
H -0.032 0.049 0.008
H 0.010 -0.010 -0.004
C -0.022 -0.009 0.000
C 0.009 -0.074 0.028
C -0.054 0.020 0.025
C -0.048 -0.015 0.019
O 0.105 0.109 -0.102
P 0.004 -0.014 -0.034
O 0.023 -0.006 -0.001
O 0.251 0.005 -0.015
O 0.014 -0.019 -0.041
C 0.000 0.024 0.002
C -0.015 0.006 0.003
C -0.014 0.022 0.019
C 0.004 0.000 -0.002
H 0.000 0.000 0.008
H 0.000 -0.010 0.004
H 0.005 -0.006 0.003
H -0.020 -0.003 -0.006
H -0.009 0.000 0.007
H 0.007 -0.035 0.029
H -0.001 -0.003 0.007
H -0.003 0.007 0.002
H 0.000 0.012 0.000
H -0.005 -0.006 -0.001
H -0.003 -0.003 -0.002
H 0.000 0.003 0.004
H -0.016 -0.010 0.006
H 0.000 -0.005 0.001
H 0.020 -0.019 -0.002
H 0.013 -0.005 0.003
H -0.003 0.000 0.013
H 0.000 -0.001 -0.008

=====

Density functional theory data (the ωB97M-V functional and the def2-TZVPD basis) for C19H23Cl2N3O5S in the gas phase at a distorted geometry.

## Properties
* E_LUMO: 0.4 eV
* relative energy (zero: lowest compared OMol25 entry of this formula, charge and spin): 0.00 kJ/mol
* Kohn-Sham gap: 9.521 eV
* HOMO level: -9.09 eV
* SMILES: C[C@]1(C(=O)OCC(=O)Nc2cccc(S(=O)(=O)NC3=NCCCCC3)c2)CC1(Cl)Cl

Element x y z (Å)
C  3.1794  1.7063  2.9671
C  2.9645  1.9720  1.4959
C  3.3954  0.8375  0.6172
O  3.3322  -0.3225  0.9506
O  3.8180  1.2434  -0.5763
C  4.1575  0.2521  -1.5459
C  2.9012  -0.2109  -2.3101
O  2.7257  0.0626  -3.4722
N  2.0611  -0.9227  -1.5172
C  0.7678  -1.3616  -1.7989
C  0.1527  -1.1899  -3.0388
C  -1.1387  -1.6442  -3.2422
C  -1.8375  -2.2713  -2.2217
C  -1.2181  -2.4313  -0.9986
S  -2.0741  -3.2258  0.3565
O  -3.3634  -3.6623  -0.0846
O  -1.2000  -4.1704  0.9798
N  -2.2369  -2.0015  1.4943
C  -2.8006  -0.7495  1.3225
N  -2.3074  0.1907  2.0122
C  -2.8698  1.5157  1.9755
C  -2.7729  2.2032  0.6094
C  -3.8464  1.7579  -0.3796
C  -3.7244  0.2910  -0.7873
C  -3.9672  -0.6782  0.3749
C  0.0661  -1.9896  -0.7700
C  3.0117  3.3808  0.9480
C  1.7017  2.6757  1.0313
Cl  0.5176  3.1825  2.2119
Cl  0.9251  2.1298  -0.4523
H  4.2447  1.7138  3.1895
H  2.6859  2.4622  3.5697
H  2.7797  0.7284  3.2253
H  4.8382  0.7392  -2.2449
H  4.6434  -0.5990  -1.0566
H  2.3707  -1.1105  -0.5664
H  0.6930  -0.7029  -3.8339
H  -1.6024  -1.5070  -4.2067
H  -2.8414  -2.6402  -2.3538
H  -1.4939  -2.0148  2.1781
H  -2.3020  2.0950  2.7101
H  -3.9196  1.4985  2.2973
H  -1.7858  2.0053  0.1884
H  -2.8631  3.2811  0.7630
H  -3.7722  2.3773  -1.2772
H  -4.8334  1.9300  0.0581
H  -2.7334  0.1135  -1.2135
H  -4.4614  0.0847  -1.5667
H  -4.1773  -1.6776  0.0003
H  -4.8388  -0.3374  0.9432
H  0.5177  -2.1463  0.1977
H  3.1899  4.1780  1.6539
H  3.4391  3.5385  -0.0302

Forces on the atoms, in the same order (eV/Å):
C -0.044 -0.053 -0.140
C -0.035 -0.039 0.168
C -0.085 -0.010 0.105
O 0.059 0.034 0.097
O 0.175 0.240 -0.022
C 0.083 -0.341 -0.328
C 0.499 0.131 0.497
O -0.047 0.106 -0.339
N -0.037 -0.360 0.387
C -0.401 -0.104 -0.055
C 0.064 0.091 -0.128
C -0.038 -0.075 0.206
C -0.170 -0.084 -0.083
C -0.325 -0.294 0.295
S 0.010 0.260 0.319
O 0.106 0.256 -0.206
O 0.241 0.198 0.066
N 0.358 -1.338 -0.185
C -0.490 0.845 -0.187
N 0.322 -0.662 -0.024
C 0.029 0.315 -0.060
C -0.232 -0.063 0.122
C 0.295 -0.071 -0.093
C -0.166 0.196 0.105
C 0.069 0.152 -0.177
C 0.229 0.122 -0.132
C -0.077 0.013 -0.069
C 0.054 0.030 -0.184
Cl 0.022 0.020 0.052
Cl 0.007 0.103 0.044
H 0.071 0.001 0.035
H 0.026 0.037 0.042
H -0.026 -0.010 0.052
H -0.181 -0.121 0.085
H -0.026 0.148 -0.066
H 0.089 0.179 -0.264
H 0.010 -0.008 -0.007
H -0.041 0.004 -0.087
H -0.136 -0.025 -0.082
H 0.164 -0.050 0.047
H -0.219 0.036 -0.076
H -0.006 0.058 0.062
H 0.047 0.082 0.044
H 0.070 0.021 -0.004
H -0.083 0.018 0.008
H -0.081 0.035 -0.030
H -0.037 -0.009 -0.057
H 0.048 -0.061 -0.033
H -0.179 0.161 0.059
H -0.023 -0.075 0.021
H 0.158 0.026 0.132
H -0.056 -0.003 0.141
H -0.064 -0.065 -0.076

=====

Density functional theory data (the ωB97M-V functional and the def2-TZVPD basis) for 2 unconnected molecules or ions with the total composition C4H8O2.

## Properties
* E_LUMO: 0.9 eV
* relative energy (zero: lowest compared OMol25 entry of this formula, charge and spin): 283.49 kJ/mol
* Kohn-Sham gap: 10.835 eV
* HOMO level: -9.95 eV
* SMILES: CC(=O)[C@H]1CO1.[H][H]

Element x y z (Å)
C  -2.0014  -0.8696  -0.1418
C  -0.5248  -0.6069  0.0254
O  0.2048  -1.3252  0.6707
C  -0.0017  0.6485  -0.6289
C  0.8486  1.5407  0.1756
O  1.3945  0.7157  -0.8291
H  -2.2256  -1.0928  -1.1917
H  -2.2977  -1.7148  0.4813
H  -2.5820  0.0194  0.1318
H  -0.6082  1.0773  -1.4287
H  1.0877  1.2439  1.1964
H  0.8449  2.6097  -0.0351
H  3.3027  -1.2020  1.0225
H  2.6373  -1.0699  0.7137

Forces on the atoms, in the same order (eV/Å):
C -0.048 -0.055 0.016
C 0.121 -0.186 0.229
O -0.324 0.289 -0.288
C -0.197 -0.049 -0.093
C 0.020 0.211 0.215
O 0.096 -0.027 -0.090
H 0.056 0.049 0.127
H 0.045 0.122 -0.090
H 0.095 -0.106 -0.047
H 0.083 -0.075 0.142
H -0.040 0.010 -0.157
H 0.006 -0.175 0.008
H -0.008 0.020 -0.019
H 0.095 -0.028 0.047

=====

Density functional theory data (the ωB97M-V functional and the def2-TZVPD basis) for a molecular structure, C46H64AlNO2STe at a distorted geometry.

## Properties
* E_LUMO (spin up / spin down): -2.0 / -0.5 eV
* Kohn-Sham gap (spin up / spin down): 4.652 / 6.776 eV
* HOMO level (spin up / spin down): -6.64 / -7.24 eV

Element x y z (Å)
Al  -0.7200  -1.0056  0.4497
C  -6.0627  3.5984  2.3991
C  -4.5564  3.7467  2.6656
C  -4.3221  4.0911  4.1437
C  -4.0349  4.9067  1.8132
C  -3.8599  2.4304  2.3392
C  -2.8010  2.3541  1.4596
C  -2.2349  1.1102  1.1718
N  -1.1701  0.8271  0.3923
C  -0.4538  1.5176  -0.5251
C  -0.2234  2.8887  -0.5781
C  0.4738  3.4315  -1.6383
C  0.8057  2.5783  -2.6904
C  0.5929  1.1964  -2.6900
C  0.0917  0.6229  -1.5080
O  -0.0055  -0.7017  -1.2096
C  0.9339  0.3896  -3.9443
C  1.0352  1.2722  -5.1945
C  2.2846  -0.2926  -3.7278
C  -0.1767  -0.6398  -4.2159
C  0.8628  4.9077  -1.5938
C  1.5056  5.3853  -2.8961
C  -0.3845  5.7618  -1.3200
C  1.8781  5.0897  -0.4531
C  -2.8102  -0.1090  1.6784
O  -2.3187  -1.2414  1.1658
C  -3.7939  -0.0265  2.6684
C  -4.2828  1.2478  2.9605
C  -4.3542  -1.2022  3.4836
C  -4.1579  -0.8911  4.9783
C  -5.8507  -1.3602  3.1800
C  -3.6630  -2.5426  3.2122
H  -6.5665  4.5578  2.5277
H  -6.5190  2.8825  3.0829
H  -6.2335  3.2525  1.3786
H  -4.8203  5.0271  4.4029
H  -3.2543  4.2037  4.3385
H  -4.7065  3.3077  4.7976
H  -4.5944  5.8119  2.0506
H  -4.1590  4.7027  0.7484
H  -2.9812  5.1042  2.0182
H  -2.4059  3.2340  0.9773
H  -0.5421  3.4997  0.2534
H  1.2843  3.0010  -3.5612
H  1.9175  1.9139  -5.1805
H  0.1473  1.8982  -5.3029
H  1.1093  0.6281  -6.0710
H  3.0762  0.4534  -3.6297
H  2.5321  -0.9626  -4.5535
H  2.2619  -0.8683  -2.8080
H  -1.1363  -0.1286  -4.3246
H  -0.2633  -1.3608  -3.4087
H  0.0322  -1.1838  -5.1390
H  0.8218  5.2747  -3.7395
H  2.4219  4.8325  -3.1080
H  1.7675  6.4401  -2.8069
H  -1.1499  5.5707  -2.0738
H  -0.1327  6.8236  -1.3372
H  -0.8127  5.5407  -0.3428
H  2.7569  4.4676  -0.6303
H  1.4468  4.7989  0.5051
H  2.2003  6.1308  -0.3833
H  -5.0550  1.3250  3.7146
H  -4.7745  -0.0532  5.3056
H  -3.1140  -0.6475  5.1842
H  -4.4298  -1.7601  5.5791
H  -6.3907  -0.4289  3.3551
H  -6.2842  -2.1346  3.8154
H  -5.9937  -1.6443  2.1365
H  -2.5878  -2.4688  3.3690
H  -3.8338  -2.8778  2.1929
H  -4.0589  -3.2964  3.8957
C  3.0155  -4.7657  1.7776
S  1.4129  -5.1206  1.0130
C  1.5722  -6.9224  0.8635
H  3.7913  -5.3585  1.2965
H  2.9730  -4.9868  2.8424
H  3.2128  -3.7068  1.6301
H  1.7282  -7.3599  1.8479
H  2.3973  -7.1682  0.1982
H  0.6382  -7.2897  0.4455
C  0.5542  -1.6543  1.8812
C  0.9442  -0.5851  2.8612
C  -0.0162  0.1280  3.5834
C  0.3469  1.1300  4.4676
C  1.6866  1.4287  4.6734
C  2.6544  0.7144  3.9842
C  2.2852  -0.2713  3.0799
H  -0.0118  -2.4287  2.4133
H  1.4619  -2.1250  1.5114
H  -1.0634  -0.1073  3.4430
H  -0.4201  1.6833  4.9967
H  1.9708  2.2113  5.3648
H  3.7025  0.9296  4.1518
H  3.0519  -0.8140  2.5379
C  6.2815  -4.4825  -5.4271
C  5.1846  -4.1925  -4.4403
C  5.4559  -3.6270  -3.2022
C  4.4505  -3.3270  -2.2912
C  4.8607  -2.7383  -0.9656
C  3.1122  -3.6138  -2.6162
Te  1.5433  -3.0520  -1.2565
C  2.8234  -4.1945  -3.8621
C  1.4251  -4.5157  -4.3213
C  3.8610  -4.4712  -4.7462
H  7.2548  -4.5017  -4.9386
H  6.3053  -3.7100  -6.1987
H  6.1179  -5.4419  -5.9179
H  6.4843  -3.4058  -2.9364
H  5.8332  -2.2533  -1.0484
H  4.9433  -3.5346  -0.2228
H  4.1349  -2.0086  -0.6124
H  0.7145  -4.4685  -3.5009
H  1.3857  -5.5097  -4.7691
H  1.1112  -3.8031  -5.0882
H  3.6251  -4.9181  -5.7070

Forces on the atoms, in the same order (eV/Å):
Al 1.284 0.192 0.093
C 0.098 -0.032 0.005
C -0.075 0.127 0.078
C 0.008 -0.047 -0.071
C 0.010 -0.139 0.058
C 0.252 0.239 -0.235
C -0.198 0.256 0.098
C 0.245 -0.248 -0.215
N -0.342 0.224 0.558
C 0.346 0.050 -0.463
C -0.081 0.056 0.062
C -0.049 0.117 0.099
C 0.021 -0.125 0.050
C 0.081 -0.136 -0.021
C -0.357 -0.133 0.391
O -0.412 0.890 -0.374
C -0.009 -0.127 -0.019
C -0.064 0.030 0.132
C -0.030 -0.014 0.026
C 0.102 0.040 0.089
C -0.017 0.031 0.050
C -0.058 -0.087 0.073
C 0.079 -0.042 -0.031
C -0.050 0.029 -0.083
C 0.062 -0.156 -0.212
O -0.713 -0.019 0.384
C -0.209 0.004 0.240
C 0.086 -0.314 -0.077
C -0.013 -0.118 0.008
C -0.029 0.072 -0.066
C 0.109 0.043 0.003
C 0.003 0.094 -0.076
H -0.011 0.006 0.035
H -0.042 -0.016 -0.016
H -0.046 0.013 -0.013
H -0.026 0.007 0.002
H 0.008 0.006 0.040
H 0.000 0.009 0.041
H -0.002 0.012 0.012
H 0.028 0.029 -0.028
H 0.025 0.026 -0.052
H -0.033 0.004 0.026
H 0.018 0.035 -0.002
H -0.073 0.020 0.028
H -0.007 0.011 -0.022
H 0.000 0.015 -0.077
H 0.032 0.007 -0.024
H 0.016 0.013 -0.037
H 0.013 -0.034 -0.021
H 0.090 -0.150 0.092
H -0.012 -0.033 -0.040
H -0.007 -0.056 0.051
H 0.018 0.024 -0.027
H 0.025 0.000 -0.044
H 0.012 0.008 -0.054
H -0.005 0.020 -0.007
H -0.013 0.046 -0.021
H 0.013 0.018 -0.006
H -0.034 0.014 0.033
H 0.025 0.006 0.029
H 0.015 -0.001 0.030
H -0.013 0.023 -0.007
H -0.036 -0.008 -0.017
H 0.021 0.017 0.036
H 0.012 -0.017 0.030
H -0.038 -0.007 0.000
H -0.055 -0.017 0.019
H -0.016 -0.022 -0.006
H -0.045 -0.011 -0.008
H 0.039 -0.058 0.008
H 0.050 -0.042 -0.038
H -0.044 0.037 0.024
C -0.328 -0.070 0.010
S 0.176 -0.530 0.330
C -0.065 0.344 0.102
H 0.050 0.052 -0.028
H 0.095 -0.014 0.014
H 0.053 0.021 0.004
H 0.004 -0.089 -0.023
H 0.003 -0.051 -0.004
H 0.008 -0.053 -0.014
C -0.324 -0.114 -0.214
C -0.084 0.103 -0.065
C 0.093 -0.028 -0.028
C -0.030 0.016 0.030
C 0.001 0.059 0.042
C -0.009 0.046 -0.008
C 0.012 0.034 -0.007
H 0.015 -0.027 -0.028
H -0.041 -0.018 -0.132
H -0.043 0.005 0.058
H -0.006 -0.027 0.019
H 0.012 -0.011 0.013
H 0.009 -0.003 -0.037
H -0.015 -0.010 -0.015
C -0.074 0.059 0.047
C -0.060 -0.048 0.070
C 0.011 0.034 -0.073
C -0.036 0.030 0.137
C 0.033 -0.011 -0.143
C -0.261 0.014 0.185
Te 0.852 -0.387 -0.836
C -0.151 -0.019 -0.006
C 0.027 0.011 -0.011
C 0.082 0.010 0.013
H 0.018 -0.008 -0.020
H 0.048 -0.032 -0.035
H 0.033 0.004 -0.031
H 0.007 0.008 0.010
H 0.029 -0.037 0.001
H -0.044 0.076 0.107
H 0.024 -0.021 0.070
H -0.044 -0.027 -0.063
H 0.021 -0.010 0.001
H -0.053 0.024 0.037
H -0.032 -0.012 0.000